The following is a DFT calculation (ωB97M-V/def2-TZVPD) of a structure of composition C21H27BrClN2O11PS.

```
! RIJCOSX wB97M-V def2-TZVPD def2/J DEFGRID3
* xyz 0 1
H -3.425 -0.195 5.586
C -4.794 -0.387 3.928
H 2.401 2.802 -1.740
O 5.137 0.626 -3.243
H 7.885 2.951 -5.495
H 5.405 0.933 0.563
O -5.146 0.920 5.762
C 5.716 3.168 -5.435
C 2.841 1.812 -1.654
H 3.114 1.521 -2.660
C -6.302 -5.707 2.310
O -3.455 -3.651 1.398
H -2.545 1.170 3.641
C 5.577 1.404 -4.030
C -4.859 -3.719 1.684
Br 4.267 3.574 0.235
N 1.131 -2.790 -1.389
H 2.780 -0.728 -2.240
C 6.982 2.346 -5.500
H 3.713 0.693 0.884
C 0.094 -1.179 -0.177
O -3.917 -5.787 1.841
H 4.469 -0.151 -0.518
O 0.235 3.714 -1.104
C -3.256 1.564 4.366
C 1.134 -1.490 -1.084
H 5.847 4.046 -4.798
H 4.279 4.189 -6.664
H -5.405 -3.739 0.737
H -4.719 -4.876 3.504
S -0.062 -3.480 -0.583
H 4.874 2.692 -7.355
H -0.480 3.204 -1.517
C -0.053 0.168 0.266
O 4.825 2.258 -4.761
O -1.952 -5.260 0.886
H -1.344 3.163 0.952
O -0.480 3.226 1.388
H -7.111 -5.053 2.634
P 0.713 2.965 0.290
C -3.002 -4.925 1.334
C 4.445 0.756 0.081
H 4.994 1.999 -1.539
H -6.327 -6.616 2.911
O -7.177 0.086 6.282
H -5.178 -2.858 2.262
H -4.199 -1.214 3.547
O 6.891 1.558 -4.305
H 5.911 4.135 -7.347
H -6.474 -6.004 1.275
H -2.710 2.099 5.142
C 1.987 -0.464 -1.555
C -4.968 -5.017 2.449
C 0.776 1.173 -0.162
C 1.832 0.813 -1.101
N -0.689 -2.195 0.182
O -5.920 -0.868 4.669
C -6.181 0.053 5.639
C 4.174 1.933 -0.848
H 7.006 1.671 -6.359
H -3.905 2.291 3.876
C 5.168 3.571 -6.781
Cl -1.351 0.458 1.393
H -5.158 0.212 3.088
C -4.058 0.435 4.956
*
```

Summary:
LUMO energy: -0.610 eV

The following is a DFT calculation (ωB97M-V/def2-TZVPD) of a structure of composition C21H27Cl2CrNSeSi2.

```
! RIJCOSX wB97M-V def2-TZVPD def2/J DEFGRID3
* xyz -2 5
H 2.373 -2.127 -4.605
H -4.084 -2.190 -0.933
C 0.144 0.320 -3.892
H -0.653 1.579 -5.455
H 4.000 1.310 -2.029
C 0.003 0.751 -5.216
H -0.240 -4.390 -1.342
C -0.122 2.214 0.949
H 4.254 1.158 0.726
C 3.188 1.085 0.967
C -0.036 1.145 1.899
H 5.071 -0.700 -1.009
H 3.085 0.437 1.840
Si 0.348 -2.220 -0.273
H 1.226 -1.105 -2.700
C 4.981 -2.829 -0.890
H 6.049 -2.954 -1.039
H -2.655 -2.885 0.081
C 1.030 -0.741 -3.698
C 2.906 1.375 -1.992
H -1.595 0.261 3.215
C -1.314 1.018 2.496
H 0.172 -4.114 1.339
Se -0.813 1.170 -2.505
C 0.702 0.117 -6.226
C 2.224 -2.493 -0.512
Cl -2.778 -0.480 0.073
Cl -5.213 -3.514 1.649
C -3.382 -2.121 -0.120
H 0.579 -2.605 2.173
H -3.239 2.009 2.089
H 2.629 2.428 -1.895
C -0.410 -3.343 -1.617
H 0.581 0.460 -7.250
H -1.851 3.413 0.273
C 4.165 -3.942 -0.709
H 2.835 2.079 1.251
H 0.057 -3.179 -2.588
C 2.804 -3.769 -0.523
C -0.048 -3.042 1.392
C -2.176 1.940 1.910
H 2.176 -4.646 -0.387
H -1.086 -2.926 1.706
H 0.714 2.677 0.443
H 4.595 -4.939 -0.714
H 0.880 0.720 2.285
Si 2.254 0.358 -0.530
C 3.048 -1.372 -0.683
H -1.483 -3.198 -1.744
C 1.684 -1.305 -4.778
C 4.423 -1.562 -0.873
H 2.508 1.023 -2.938
C -1.451 2.658 0.936
Cr -0.214 0.224 -0.226
N 1.539 -0.907 -6.044
*
```

Summary:
expectation value of S²: 6.23
LUMO energy (alpha / beta): 4.427 / 4.451 eV

The following is a DFT calculation (ωB97M-V/def2-TZVPD) of a cluster of 6 separate species, C21H27Cl6N3 in total.

```
! RIJCOSX wB97M-V def2-TZVPD def2/J DEFGRID3
* xyz 0 1
C 4.581 1.849 0.978
C -1.893 -3.709 -1.728
H 3.256 -1.731 5.237
H 7.668 0.509 -0.930
H -1.370 -3.897 -2.654
C 5.885 1.757 1.644
H -1.003 -1.788 -1.333
C -3.492 -1.166 -3.589
H -4.160 2.959 1.750
H 5.454 -0.753 4.366
Cl 6.174 -2.759 5.393
C -4.140 1.088 -4.185
C 3.732 -2.118 4.336
H 3.623 1.486 -0.938
C -1.771 -2.483 -1.029
C 6.835 1.011 -0.460
H -3.620 5.734 1.539
C -3.215 -3.310 0.623
Cl -1.129 1.967 -0.878
Cl -5.358 3.716 0.008
H 0.705 2.835 0.146
N -5.656 -0.675 -4.683
C -5.356 0.628 -4.665
Cl 2.994 -1.358 2.882
H -3.477 -3.144 1.657
C 4.561 1.547 -0.405
H -5.955 1.300 -5.261
C 5.217 -1.811 4.257
N -2.383 -2.336 0.177
C 0.619 0.544 0.699
H -0.517 2.420 1.262
H -3.847 2.127 -4.154
H 3.671 2.093 1.506
H -2.729 -1.874 -3.299
H -0.083 -0.145 1.169
H -2.252 0.476 -3.171
H -2.705 -5.683 -1.611
C -3.075 4.832 1.260
H 6.017 1.939 2.701
C 6.975 1.298 0.883
H -3.199 2.925 0.281
C -4.727 -1.520 -4.086
H 3.556 -3.192 4.386
H 5.537 -2.090 3.253
C -3.281 -4.576 0.111
N 5.683 1.185 -1.096
C -2.708 -4.705 -1.153
H -3.825 -5.426 0.495
C -3.207 0.213 -3.600
C -3.844 3.554 0.893
C 0.062 2.005 0.437
Cl -1.872 4.325 2.577
H -5.032 -2.555 -4.138
H 7.918 0.936 1.265
H 1.466 0.724 1.361
H -2.553 5.014 0.320
Cl 1.245 -0.192 -0.804
*
```

Summary:
SMILES: c1ccncc1.c1ccncc1.c1ccncc1.ClCCCl.ClCCCl.ClCCCl
LUMO energy: 0.381 eV

The following is a DFT calculation (ωB97M-V/def2-TZVPD) of an isolated molecule of C21H27F3N4O.

```
! RIJCOSX wB97M-V def2-TZVPD def2/J DEFGRID3
* xyz 0 1
H 3.725 2.787 -2.191
H -0.048 -2.160 2.130
C -2.675 0.436 1.033
H -6.473 -0.957 0.318
H -4.635 -2.413 0.960
H -0.983 2.550 1.828
C -2.794 -1.257 -0.784
H 0.602 0.181 1.559
H -2.375 -0.133 -3.112
F 6.548 -2.311 -1.386
H 4.846 3.185 0.175
H 7.194 -0.154 1.460
C -0.642 -1.569 1.430
C -3.387 -0.513 -2.981
N -1.265 0.687 0.806
C 3.331 1.926 -1.649
H -5.228 -1.971 -1.548
C -5.454 -0.617 0.123
C 4.724 -0.018 -0.860
C 2.213 2.378 -0.781
H -2.415 -1.845 2.605
H -1.677 2.618 0.192
H -2.887 -2.337 -1.007
C 5.106 2.139 0.109
N -3.725 -0.474 -1.577
C -3.017 -1.025 0.715
C 6.419 0.265 0.838
H -1.786 -0.930 -1.041
H -5.751 -0.329 -1.993
H -2.264 -2.980 1.263
C -2.115 -1.939 1.558
C 4.416 1.331 -0.788
C 6.099 1.611 0.914
H -3.438 -1.529 -3.407
H -3.243 1.076 0.358
C -0.947 2.092 0.820
H 4.193 -0.667 -1.540
C 5.725 -0.542 -0.050
H -5.417 0.458 0.300
C -4.483 -1.334 1.055
C 6.041 -2.005 -0.175
C -0.445 -0.086 1.717
F 6.933 -2.438 0.726
F 4.949 -2.778 -0.029
C 0.398 2.356 0.250
H -2.964 0.667 2.076
H 6.629 2.247 1.605
H -4.690 -1.060 2.092
H -4.074 0.127 -3.533
C -5.089 -0.894 -1.331
H -0.287 -1.779 0.422
O 1.038 3.484 0.587
H -0.704 0.130 2.772
N 2.217 3.486 -0.095
H 2.946 1.187 -2.350
N 1.082 1.641 -0.589
*
```

Summary:
SMILES: CN1CCC[C@@]2(CCCN(Cc3nc(Cc4cccc(C(F)(F)F)c4)no3)C2)C1
LUMO energy: 0.720 eV

The following is a DFT calculation (ωB97M-V/def2-TZVPD) of a structure of composition C21H27F6GeOPPtSe3.

```
! RIJCOSX wB97M-V def2-TZVPD def2/J DEFGRID3
* xyz 2 5
C 3.243 -3.600 4.473
C -0.288 4.348 -1.210
H 6.226 -3.481 2.866
C 4.633 -2.086 2.586
Ge 0.375 5.945 -0.084
C 2.450 2.027 3.721
F -2.058 1.407 -2.434
C 4.482 1.687 2.440
C 0.508 7.338 -1.411
H -3.899 0.519 -0.998
C -0.930 6.308 1.295
H -1.131 4.675 -1.816
C -2.602 3.217 0.144
H 1.968 4.431 1.206
C 3.211 1.261 2.839
H -1.912 6.524 0.873
Pt 0.480 -0.415 -0.071
H -3.950 -1.081 -0.242
H -0.609 7.197 1.838
C -1.855 -2.209 -1.547
Se 0.394 -0.365 2.466
H -1.011 5.494 2.015
H 2.793 5.196 -0.170
H -2.985 2.396 0.744
Se -0.724 2.893 -0.134
C -2.175 -0.704 -1.376
F -2.368 -0.297 -3.723
C -1.754 0.100 -2.623
H 4.632 4.562 4.210
C 3.337 -1.727 2.974
H 1.642 -2.209 4.235
F -2.140 -2.856 -0.414
C 4.529 -3.952 4.094
C 2.639 -2.483 3.915
H 1.476 1.694 4.059
H -0.457 7.521 -1.881
F -0.426 0.060 -2.834
C 4.985 2.875 2.939
H 5.178 -1.517 1.842
F -2.552 -2.760 -2.532
H 0.568 4.079 -1.830
H 5.971 3.206 2.642
H -2.704 4.168 0.661
C 2.964 3.219 4.209
C 5.225 -3.197 3.157
H 2.467 6.120 1.296
H -4.252 -0.908 -1.979
C 4.228 3.638 3.820
F -0.544 -2.418 -1.799
Se 2.823 -0.426 0.017
H 2.708 -4.191 5.202
C 2.072 5.352 0.631
H -3.091 3.246 -0.828
O -1.462 -0.217 -0.263
H 1.236 7.078 -2.176
H 5.078 1.107 1.747
H 0.832 8.259 -0.925
C -3.669 -0.534 -1.140
P 2.622 -0.296 2.215
H 2.385 3.811 4.904
H 4.996 -4.825 4.529
*
```

Summary:
expectation value of S²: 6.02
LUMO energy (alpha / beta): -5.929 / -9.262 eV

The following is a DFT calculation (ωB97M-V/def2-TZVPD) of a structure of composition C21H27IN7O3Pd.

```
! RIJCOSX wB97M-V def2-TZVPD def2/J DEFGRID3
* xyz 3 5
H -3.074 -1.426 1.736
C 2.899 -2.438 -3.144
H 2.952 4.046 -3.930
H -3.277 -2.676 4.971
H -1.117 -1.680 3.460
C -2.151 -1.405 3.655
O -0.222 -2.360 1.580
H -0.876 0.199 -1.465
O -0.780 -0.757 -2.565
C 2.134 2.705 -2.474
N -0.826 0.624 -0.460
C 0.935 4.622 1.803
C 0.010 -1.291 1.000
C 2.741 -1.090 -2.596
H -3.986 -5.389 2.875
H -4.083 -4.745 4.460
H 0.847 4.519 2.921
C 1.037 6.067 -0.093
H 2.434 1.827 -2.996
C 1.467 3.600 1.087
N -2.302 -3.622 2.069
O 1.120 -1.035 0.456
I 2.833 2.109 1.863
H 1.005 6.994 -0.602
C 0.382 -1.242 -2.631
H -3.752 -0.192 2.801
C 1.494 4.948 -0.957
H 3.862 -2.947 -3.086
Pd 1.237 0.850 -0.424
H -1.502 -2.806 -2.635
H 0.161 6.599 1.710
H -2.587 1.144 1.382
C 1.766 2.578 -1.167
H -1.326 0.950 2.631
H -1.414 1.431 -0.423
H 3.748 0.457 -1.670
H -2.237 -4.392 1.404
N 0.561 -2.570 -2.929
C -1.945 0.419 1.845
H -1.929 -1.052 0.214
C 2.111 5.085 -2.206
N 3.807 -0.308 -2.350
C -2.832 -0.638 2.461
H -0.777 -4.028 -3.924
C 1.470 3.676 -0.334
N 1.536 -0.517 -2.354
C -1.164 -0.336 0.635
C -0.611 -3.460 -2.961
H -0.482 -4.155 -2.129
H 4.792 -0.585 -2.492
H -1.419 -3.019 1.857
H 2.365 6.098 -2.619
N -3.615 -4.795 3.592
N -2.924 -2.623 4.010
C 2.446 3.977 -2.943
C 0.642 5.864 1.171
H 1.793 -4.207 -3.525
C 1.763 -3.151 -3.317
H -2.191 -0.781 4.546
C -2.948 -3.671 3.206
*
```

Summary:
expectation value of S²: 6.04
LUMO energy (alpha / beta): -9.482 / -13.049 eV

The following is a DFT calculation (ωB97M-V/def2-TZVPD) of a structure of composition C21H27MgN6O4S4.

```
! RIJCOSX wB97M-V def2-TZVPD def2/J DEFGRID3
* xyz -1 1
C -3.047 17.443 19.078
N 1.278 11.780 19.049
Mg -3.317 15.066 17.099
C -5.766 14.502 15.663
H -5.593 15.444 19.785
C -3.719 14.367 20.185
C 2.065 9.173 15.811
N -1.366 16.212 17.710
O -4.216 18.487 14.375
C -0.234 15.762 12.799
H 0.674 15.241 13.087
H -1.474 16.167 19.826
H 0.637 16.674 9.750
C 2.937 8.690 18.498
H -3.382 17.678 12.130
O -2.190 18.007 15.824
N -4.042 16.319 15.712
H -0.837 15.702 14.912
H 3.346 6.674 17.716
H -0.827 17.623 19.172
S -3.272 17.496 14.960
H -2.859 14.626 20.804
H 1.700 11.167 16.510
C 2.945 7.653 17.488
C 0.526 15.782 10.356
H 1.742 9.355 14.824
C -2.204 16.737 13.569
C -2.463 17.149 12.273
C 2.473 9.939 18.059
C 2.048 10.192 16.753
C 1.490 12.820 19.830
H -1.985 17.059 10.182
O -4.940 13.923 16.506
H 3.394 8.547 19.469
H -4.390 16.379 20.796
S 5.099 10.868 19.382
N -3.273 13.776 18.934
O -6.870 14.062 15.387
H -4.428 13.714 20.730
C -1.660 16.819 11.202
H -5.997 16.508 14.918
C -1.607 16.886 18.956
H -0.492 15.624 17.808
H 1.435 15.455 10.819
H -3.980 13.071 18.722
N -4.013 16.435 18.704
C 3.549 11.518 19.475
C -1.073 16.037 13.862
H -3.287 17.794 20.093
H -4.988 15.513 13.946
H 0.202 14.919 9.745
S 3.186 12.965 20.271
N 2.446 11.074 18.923
C 2.470 7.875 16.215
S 0.437 14.113 20.299
C -0.441 16.129 11.470
H -1.185 16.951 17.010
H -2.392 13.285 19.138
C -4.552 15.707 19.958
H 2.510 7.226 15.406
C -5.204 15.779 15.011
H -4.802 16.951 18.332
H -3.135 18.286 18.446
*
```

Summary:
LUMO energy: 2.198 eV

The following is a DFT calculation (ωB97M-V/def2-TZVPD) of an isolated molecule of C21H27N.

```
! RIJCOSX wB97M-V def2-TZVPD def2/J DEFGRID3
* xyz 0 1
N 2.046 1.469 0.146
H 1.073 -0.552 3.369
H -0.914 -3.173 0.767
H 0.105 1.967 0.844
H -0.818 2.941 -1.057
C -1.310 -1.243 0.221
C -2.087 0.487 -1.802
H 0.903 -2.337 -1.593
H 2.580 -2.075 -0.972
H 1.403 -2.858 0.069
H -2.757 -1.747 2.649
C -3.568 -1.991 0.677
H 1.193 3.331 0.643
C 1.589 -0.503 1.376
C 2.068 0.364 -0.810
H -2.415 1.150 -2.625
C -0.296 -0.473 -0.402
C -3.050 -0.272 -1.139
C 0.874 2.394 0.185
C 1.602 0.810 -2.218
C 1.185 -0.688 -0.122
H 3.089 0.032 -0.889
H -3.962 -2.870 0.143
H -2.861 -3.405 2.133
H 0.626 -2.723 2.407
H -4.422 -1.427 1.086
C 0.523 -0.619 2.443
H -0.658 -2.137 3.406
C -0.192 -1.989 2.427
C -2.645 -1.088 -0.129
C 0.237 2.701 -1.193
H -0.195 0.187 2.372
H 1.995 3.840 -1.971
C 0.899 3.908 -1.919
C 0.208 1.408 -2.058
H -0.128 1.677 -3.023
C -2.616 -2.386 1.813
H 0.535 4.033 -2.930
H 2.031 1.482 2.321
C 1.537 -2.085 -0.697
H 0.678 4.786 -1.298
H 2.300 1.506 -2.669
H 2.355 -1.262 1.588
H 1.544 -0.015 -2.900
C 2.314 0.820 1.430
C -0.738 0.440 -1.410
H -4.074 -0.170 -1.432
C -1.206 -2.280 1.274
H 3.423 0.633 1.468
*
```

Summary:
SMILES: C[C@@H]1CN2C[C@H]3CC[C@H]4CCc5ccc6c(c54)[C@@]3(C)[C@H]2C[C@@H]61
LUMO energy: 0.902 eV